No. 1
This record from the OMol25 dataset describes an isolated molecule of C6H14N4O3. The level of theory is wB97M-V/def2-TZVPD.

Bonds (Å) are listed after each position.
CARTESIAN COORDINATES (ANGSTROEM)
1 H -1.34275 3.30101 -1.43645  N2 0.997
2 N -0.35725 3.30161 -1.28595  H1 0.997, C3 1.245
3 C -0.06135 2.27293 -0.65037  N2 1.245, N4 1.328, N11 1.620
4 N -0.87916 1.33318 -0.18929  C3 1.328, C5 1.443, H15 0.995
5 C -0.69073 0.25738 0.75366  N4 1.443, C6 1.497, H16 1.141, H17 1.034
6 C -0.17622 -0.99764 0.12118  C5 1.497, C7 1.571, C10 1.515, H18 1.018
7 C -1.37309 -1.80668 -0.49731  C6 1.571, C8 1.608, H19 1.074, H20 1.026
8 C -1.39438 -3.08037 0.48414  C7 1.608, O9 1.415, H21 1.185, H22 1.144
9 O -0.66521 -2.70843 1.63782  C8 1.415, C10 1.385
10 C 0.37538 -1.90727 1.19925  C6 1.515, O9 1.385, H23 1.223, H24 1.097
11 N 1.50820 1.87160 -0.64571  C3 1.620, N12 1.409, O13 1.347, O14 1.378
12 N 2.17384 1.34518 0.47885  N11 1.409, H25 1.048, H26 1.033
13 O 1.52092 1.04836 -1.71175  N11 1.347
14 O 2.09823 3.06859 -0.99008  N11 1.378, H27 0.982
15 H -1.82827 1.59481 -0.33422  N4 0.995
16 H -1.71173 0.04149 1.21397  C5 1.141
17 H -0.05935 0.48255 1.54156  C5 1.034
18 H 0.56164 -0.70633 -0.51750  C6 1.018
19 H -1.24576 -2.14929 -1.50679  C7 1.074
20 H -2.30687 -1.39839 -0.38041  C7 1.026
21 H -2.47195 -3.48146 0.77210  C8 1.185
22 H -0.94883 -3.92792 -0.14241  C8 1.144
23 H 1.26985 -2.57988 0.70505  C10 1.223
24 H 0.93375 -1.39767 1.99459  C10 1.097
25 H 2.77735 0.59373 0.06799  N12 1.048
26 H 2.72516 2.06667 0.97156  N12 1.033
27 H 1.56858 3.56222 -1.65345  O14 0.982

Properties
Structure (SMILES) ... [H]/N=C(\NC[C@@H]1CCOC1)[N@@+](N)([O-])O
Orbital gap ... 9.82 eV
LUMO energy ... 0.60 eV
Relative energy (zero: lowest compared OMol25 entry of this formula, charge and spin) ... 157.7 kcal/mol

These are the natural (NBO) partial charges, in e, on atoms 1 to 6: H 0.355; N -0.759; C 0.621; N -0.616; C -0.192; C -0.292



No. 2
This record from the OMol25 dataset describes a cluster of 2 separate species, C6H14N5 in total. The level of theory is wB97M-V/def2-TZVPD.

Bonds (Å) are listed after each position.
CARTESIAN COORDINATES (ANGSTROEM)
1 C 0.54297 -3.04779 -0.40403  N3 1.448, H11 1.091, H12 1.092, H13 1.091
2 C 1.83778 -1.18529 0.50078  N3 1.354, N4 1.396, N5 1.410
3 N 1.71192 -2.19353 -0.39357  C1 1.448, C2 1.354, H6 1.008
4 N 0.78705 -0.56273 1.17783  C2 1.396, H7 1.015, H8 0.991
5 N 3.10878 -0.59287 0.64926  C2 1.410, H9 1.011, H10 0.995
6 H 2.38946 -2.26414 -1.13653  N3 1.008
7 H 0.04581 -0.12289 0.64259  N4 1.015
8 H 0.85739 -0.41542 2.15479  N4 0.991
9 H 3.95569 -1.09124 0.88674  N5 1.011
10 H 3.10347 0.35399 0.95370  N5 0.995
11 H 0.61399 -3.88075 0.29673  C1 1.091
12 H 0.42812 -3.40672 -1.42896  C1 1.092
13 H -0.36866 -2.49850 -0.16233  C1 1.091
14 C -0.09416 2.89546 -0.56819  C16 1.493, H22 1.092, H23 1.085, H25 1.094
15 C -2.35206 2.08940 0.23908  C16 1.345, N18 1.412, H20 1.075
16 C -1.15569 1.87143 -0.33508  C14 1.493, C15 1.345, N19 1.385
17 C -2.25376 0.02251 -0.51214  N18 1.355, N19 1.314, H24 1.078
18 N -3.12439 0.93616 -0.01996  C15 1.412, C17 1.355, H21 0.997
19 N -1.08757 0.56337 -0.78529  C16 1.385, C17 1.314
20 H -2.80974 2.96908 0.65519  C15 1.075
21 H -4.07577 1.01934 0.26530  N18 0.997
22 H -0.54083 3.88238 -0.43023  C14 1.092
23 H 0.36503 2.78238 -1.54515  C14 1.085
24 H -2.54970 -0.93203 -0.91552  C17 1.078
25 H 0.66488 2.80842 0.21501  C14 1.094

Properties
Orbital gap (spin up / spin down) ... 4.59 / 9.03 eV
2S+1 ... 2
LUMO energy (spin up / spin down) ... 0.82 / 0.81 eV
Relative energy (zero: lowest compared OMol25 entry of this formula, charge and spin) ... 0.0 kcal/mol
Expectation value of S² ... 0.7533

These are the natural (NBO) partial charges, in e, on atoms 1 to 6: C -0.398; C 0.366; N -0.634; N -0.906; N -0.878; H 0.381



No. 3
This record from the OMol25 dataset describes the ion C6H14N5 with charge +1. The level of theory is wB97M-V/def2-TZVPD.

Bonds (Å) are listed after each position.
CARTESIAN COORDINATES (ANGSTROEM)
1 H 0.55563 2.33162 -0.95533  N2 1.011
2 N 0.91870 1.99401 -0.07406  H1 1.011, C3 1.275
3 C 1.40483 0.82920 0.10285  N2 1.275, C4 1.460, C5 1.461
4 C 2.12412 0.57678 1.34773  C3 1.460, H14 1.087, H15 1.104, H16 1.137
5 C 1.38900 -0.26880 -0.86042  C3 1.461, C6 1.567, C7 1.552, H17 1.067
6 C 0.58824 0.00979 -2.17882  C5 1.567, H18 1.116, H19 1.049, H20 1.127
7 C 0.83516 -1.50646 -0.10607  C5 1.552, N8 1.248, N10 1.455
8 N 1.51395 -2.47131 0.30259  C7 1.248, H9 1.076
9 H 1.04160 -3.35948 0.68402  N8 1.076
10 N -0.55501 -1.41300 0.31150  C7 1.455, N11 1.255, H21 0.999
11 N -1.13755 -0.30809 0.19305  N10 1.255, N12 1.300
12 N -2.36089 -0.17888 0.61325  N11 1.300, C13 1.461, H22 0.994
13 C -3.09583 1.08157 0.53732  N12 1.461, H23 1.084, H24 1.141, H25 1.124
14 H 3.08043 1.09062 1.28382  C4 1.087
15 H 2.18458 -0.49249 1.61510  C4 1.104
16 H 1.63362 1.12315 2.21622  C4 1.137
17 H 2.38706 -0.50549 -1.15406  C5 1.067
18 H -0.52062 0.12451 -2.11774  C6 1.116
19 H 0.69829 -0.77268 -2.86807  C6 1.049
20 H 1.14606 0.94987 -2.45159  C6 1.127
21 H -1.00045 -2.21926 0.69907  N10 0.999
22 H -3.06344 -0.84920 0.82608  N12 0.994
23 H -4.06634 1.03946 0.05728  C13 1.084
24 H -3.39751 1.33418 1.60807  C13 1.141
25 H -2.30363 1.86039 0.36820  C13 1.124

Properties
Charge ... +1
Structure (SMILES) ... [H]/N=C(/C)[C@H](C)/C(=N/[H])N/N=[NH+]/C
Orbital gap ... 7.72 eV
LUMO energy ... -5.05 eV
Relative energy (zero: lowest compared OMol25 entry of this formula, charge and spin) ... 124.0 kcal/mol

These are the natural (NBO) partial charges, in e, on atoms 1 to 6: H 0.354; N -0.626; C 0.303; C -0.701; C -0.361; C -0.606



No. 4
This record from the OMol25 dataset describes the ion C6H14N5 with charge +1. The level of theory is wB97M-V/def2-TZVPD.

Bonds (Å) are listed after each position.
CARTESIAN COORDINATES (ANGSTROEM)
1 C -1.72972 0.85581 1.25637  N2 1.371, H12 1.157, H13 1.032, H14 1.020
2 N -0.96853 -0.20348 0.83577  C1 1.371, C3 1.422, C7 1.344
3 C -1.39360 -1.51615 1.17825  N2 1.422, C4 1.574, H15 1.052, H16 1.211
4 C -0.65674 -2.45699 0.15448  C3 1.574, N5 1.471, H17 1.122, H18 1.159
5 N 0.08287 -1.47433 -0.65278  C4 1.471, C6 1.472, C7 1.324
6 C 1.14546 -1.83043 -1.60643  N5 1.472, H19 1.146, H20 1.060, H21 1.124
7 C -0.15104 -0.24149 -0.23070  N2 1.344, N5 1.324, N8 1.334
8 N 0.35234 0.79833 -0.89830  C7 1.334, C9 1.402
9 C 0.94934 1.96430 -0.39839  N8 1.402, N10 1.355, N11 1.335
10 N 0.94029 2.95524 -1.32313  C9 1.355, H22 1.040, H23 1.100
11 N 1.46112 2.13536 0.82299  C9 1.335, H24 0.993, H25 1.028
12 H -1.35606 1.92070 1.00069  C1 1.157
13 H -2.60874 0.99106 0.73356  C1 1.032
14 H -1.97901 0.79760 2.24415  C1 1.020
15 H -2.42476 -1.67367 1.04285  C3 1.052
16 H -1.29850 -1.90513 2.32095  C3 1.211
17 H 0.09892 -3.07819 0.70366  C4 1.122
18 H -1.20590 -3.22528 -0.51815  C4 1.159
19 H 1.52599 -2.90344 -1.47111  C6 1.146
20 H 1.07515 -1.61419 -2.64144  C6 1.060
21 H 1.99962 -1.18606 -1.26249  C6 1.124
22 H 0.57872 2.93678 -2.29860  N10 1.040
23 H 1.64110 3.78070 -1.13104  N10 1.100
24 H 1.75859 1.28946 1.25021  N11 0.993
25 H 2.16308 2.88348 0.88864  N11 1.028

Properties
Charge ... +1
Structure (SMILES) ... CN1CCN(C)C1=NC(N)=[NH2+]
Orbital gap ... 9.81 eV
LUMO energy ... -2.76 eV
Relative energy (zero: lowest compared OMol25 entry of this formula, charge and spin) ... 39.6 kcal/mol

These are the natural (NBO) partial charges, in e, on atoms 1 to 6: C -0.412; N -0.403; C -0.223; C -0.218; N -0.367; C -0.419



No. 5
This record from the OMol25 dataset describes a cluster of 2 separate species, C6H14NO in total. The level of theory is wB97M-V/def2-TZVPD.

Bonds (Å) are listed after each position.
CARTESIAN COORDINATES (ANGSTROEM)
1 C -0.70645 0.20812 0.47899  C2 1.542, C5 1.529, H9 1.089, H10 1.096
2 C -0.24088 0.62230 -0.93182  C1 1.542, C3 1.547, H11 1.081, H12 1.142
3 C 1.28686 0.56532 -1.16841  C2 1.547, O4 1.389, H13 1.113, H14 1.123
4 O 2.08048 1.17216 -0.20310  C3 1.389
5 C -2.12571 0.61330 0.87980  C1 1.529, C8 1.485, H15 1.111, H16 1.112
6 N -3.20913 -1.29379 -0.19430  C8 1.349, H20 1.095
7 C 3.40084 -1.15358 0.64993  H17 1.168, H18 1.093, H19 1.102, H22 1.095
8 C -3.08959 0.04651 -0.09681  C5 1.485, N6 1.349, H21 1.122
9 H -0.00810 0.67278 1.17297  C1 1.089
10 H -0.62286 -0.88430 0.52274  C1 1.096
11 H -0.62341 1.62295 -1.07661  C2 1.081
12 H -0.60758 0.01847 -1.82907  C2 1.142
13 H 1.55406 1.02424 -2.14603  C3 1.113
14 H 1.51159 -0.53091 -1.25946  C3 1.123
15 H -2.31299 0.19307 1.89137  C5 1.111
16 H -2.33065 1.70618 0.89684  C5 1.112
17 H 3.04616 -0.14508 0.17953  C7 1.168
18 H 2.54492 -1.78477 0.39642  C7 1.093
19 H 3.35020 -0.94958 1.73177  C7 1.102
20 H -3.70196 -0.97107 0.72850  N6 1.095
21 H -3.55836 0.72303 -0.85965  C8 1.122
22 H 4.36257 -1.47536 0.23640  C7 1.095

Properties
Charge ... -1
Orbital gap ... 6.06 eV
LUMO energy ... 3.40 eV
Relative energy (zero: lowest compared OMol25 entry of this formula, charge and spin) ... 91.7 kcal/mol

These are the natural (NBO) partial charges, in e, on atoms 1 to 6: C -0.403; C -0.431; C -0.035; O -0.951; C -0.493; N -0.724



No. 6
This record from the OMol25 dataset describes the ion C6H14NO with charge -1. The level of theory is wB97M-V/def2-TZVPD.

Bonds (Å) are listed after each position.
CARTESIAN COORDINATES (ANGSTROEM)
1 C 2.36657 -1.26221 0.65835  C2 1.531, H9 1.140, H10 1.088, H11 1.222
2 C 2.04134 -0.64383 -0.70375  C1 1.531, N3 1.427, H12 1.121, H13 1.092
3 N 0.63821 -0.58369 -0.95872  C2 1.427, C4 1.484, H14 1.038
4 C -0.22588 0.36657 -0.21606  N3 1.484, C5 1.533, C6 1.467, H15 1.178
5 C -0.42629 0.09180 1.27922  C4 1.533, H16 1.053, H17 1.047, H18 1.110
6 C -1.47652 0.42437 -0.98011  C4 1.467, C7 1.708, H19 1.073, H20 0.998
7 C -2.66826 1.34128 -0.17090  C6 1.708, O8 1.257, H21 1.120, H22 1.079
8 O -3.45663 0.73586 0.59906  C7 1.257
9 H 3.39602 -0.79560 0.80935  C1 1.140
10 H 2.30808 -2.34813 0.66729  C1 1.088
11 H 1.44150 -1.16547 1.45024  C1 1.222
12 H 2.64177 0.30250 -0.66734  C2 1.121
13 H 2.47829 -1.09128 -1.59935  C2 1.092
14 H 0.34765 -1.57323 -1.07647  N3 1.038
15 H 0.35650 1.39036 -0.18507  C4 1.178
16 H -1.24131 -0.46938 1.64036  C5 1.053
17 H 0.51106 -0.03007 1.73050  C5 1.047
18 H -0.60248 1.09576 1.71853  C5 1.110
19 H -1.94964 -0.46488 -1.34909  C6 1.073
20 H -1.29092 0.88452 -1.84593  C6 0.998
21 H -3.18646 1.73502 -1.08209  C7 1.120
22 H -2.00261 2.05976 0.28198  C7 1.079

Properties
Charge ... -1
Structure (SMILES) ... CCN[C@H](C)CC[O-]
Orbital gap ... 5.64 eV
LUMO energy ... 3.62 eV
Relative energy (zero: lowest compared OMol25 entry of this formula, charge and spin) ... 77.7 kcal/mol

These are the natural (NBO) partial charges, in e, on atoms 1 to 6: C -0.670; C -0.216; N -0.658; C -0.022; C -0.653; C -0.495